(1)
Entry from the OMol25 dataset: 7 unconnected molecules or ions with the total composition C22H61N6O9 (ωB97M-V with the def2-TZVPD basis set).

Calculated values
**Energy relative to the best compared isomer or geometry (same formula, charge and spin)**: 80.34 kJ/mol
**Net charge**: -2
**Molar mass**: 553.763 g mol⁻¹
**LUMO level (spin up / spin down)**: 0.152 / 0.149 Ha
**Frontier orbital gap (spin up / spin down)**: 1.31 / 7.79 eV
**HOMO (spin up / spin down)**: 2.83 / -3.73 eV
**Spin multiplicity**: 2

Each line ends with the Mulliken charge.
Positions of all 98 atoms, in Å:
N  19.24928  -14.23899  5.77887  1.3950
O  19.61167  -14.18292  6.96654  -0.6995
O  18.95043  -13.20158  5.20364  -0.8136
O  18.98358  -15.32862  5.28585  -0.8754
C  21.72660  -10.87634  4.67990  -1.4246
C  21.28125  -10.66505  6.05211  2.1777
C  22.08894  -9.53627  6.81404  -1.4466
O  21.90346  -9.74770  8.21526  1.4710
C  22.69164  -8.88804  9.05550  -3.4446
N  19.87201  -10.45175  6.11852  -0.9147
H  22.75162  -11.24548  4.71403  0.4197
H  21.59087  -10.07707  3.95130  0.3740
H  21.13412  -11.72067  4.32752  0.0785
H  21.62611  -11.57189  6.54892  -0.4703
H  21.71006  -8.55952  6.51319  0.4522
H  23.13440  -9.62950  6.52004  0.3961
H  22.37056  -8.94190  10.09575  0.5201
H  22.56055  -7.89316  8.62991  0.3663
H  23.75160  -9.14103  9.03120  0.4898
H  19.55744  -10.43691  7.07817  0.2341
H  19.38617  -11.29383  5.84473  0.3224
C  16.72536  -12.36187  8.05111  -0.7106
C  17.90520  -11.69870  8.79193  3.4501
C  17.81452  -10.25777  9.38237  -1.1893
O  16.71862  -10.21232  10.32483  1.1302
C  16.85430  -9.27608  11.42782  -4.1201
N  18.29537  -12.71238  9.78074  -0.5807
H  17.13711  -13.22081  7.52122  -0.3122
H  16.28985  -11.73293  7.27466  0.5320
H  15.95491  -12.62104  8.77728  0.5067
H  18.66342  -11.67215  8.00930  -2.0378
H  17.56384  -9.54023  8.60109  0.7141
H  18.77265  -9.90511  9.76410  0.2301
H  16.94186  -8.21739  11.18365  0.5435
H  17.74836  -9.50139  12.00918  0.6605
H  16.00007  -9.34658  12.10119  0.7391
H  18.96476  -12.15524  10.29222  0.3748
H  17.53482  -12.60601  10.43676  -0.0522
C  16.03122  -17.04775  6.80195  -1.5814
C  16.78313  -16.29436  7.98089  1.8569
C  15.92309  -15.75964  9.21884  -0.9241
O  16.72853  -14.98747  10.09944  -0.1705
C  15.85998  -14.24420  11.03693  -1.3566
N  17.76506  -17.22376  8.61590  -0.6597
H  16.68002  -17.06705  5.92628  0.2619
H  15.14607  -16.43281  6.63931  0.3581
H  15.69728  -18.01658  7.17335  0.4170
H  17.47730  -15.57914  7.53966  -0.8021
H  15.57410  -16.62839  9.77704  0.4272
H  15.04389  -15.15667  8.99184  0.4541
H  16.36192  -13.59624  11.75547  0.3373
H  15.21123  -14.89952  11.61813  0.3947
H  15.23441  -13.54429  10.48295  0.3874
H  18.11436  -17.72393  7.81097  0.2010
H  17.20442  -17.89909  9.11560  0.2882
C  14.90279  -15.14220  3.72741  -0.9092
C  15.03630  -13.64208  3.58994  0.3533
C  14.48335  -12.75553  4.73935  -0.1460
O  13.25547  -13.15225  5.26164  -0.2980
C  12.26577  -12.90676  4.28506  -0.9056
N  16.47378  -13.32276  3.54148  -0.4473
H  13.97839  -15.65874  3.98579  0.3488
H  15.52334  -15.43738  4.57352  -0.0662
H  15.35127  -15.71054  2.91258  0.3882
H  14.55836  -13.15201  2.74170  0.3212
H  14.55362  -11.68506  4.54634  0.5097
H  15.07391  -12.82511  5.65285  -0.3159
H  12.39693  -11.98876  3.71221  0.3185
H  11.27908  -12.88066  4.74750  0.3234
H  12.26482  -13.75654  3.60244  0.2633
H  16.82962  -13.76557  4.37658  -0.1011
H  16.87589  -13.85758  2.78493  0.2096
C  21.95470  -17.41346  5.53939  -1.5418
C  21.78331  -16.87100  6.94994  0.2966
C  22.44772  -15.44813  7.02571  -0.9986
O  22.07198  -14.80564  8.20802  -0.2548
C  22.78509  -13.64545  8.44519  -0.8948
N  20.36508  -16.98996  7.24690  -0.4112
H  22.97502  -17.24421  5.19530  0.4285
H  21.38227  -16.83389  4.81515  0.1554
H  21.52724  -18.41614  5.53559  0.4586
H  22.33703  -17.57777  7.56798  0.3828
H  22.32576  -14.82542  6.13945  0.2178
H  23.51891  -15.59704  7.16168  0.6283
H  23.76835  -13.83763  8.87456  0.3991
H  22.17215  -13.03727  9.11042  0.2043
H  23.10668  -13.23598  7.48758  0.3447
H  20.19414  -17.96674  7.05511  0.2743
H  19.79659  -16.45857  6.60304  0.1745
C  21.77630  -13.83729  1.65291  -1.2041
C  20.58003  -14.59874  2.25772  0.9938
O  19.60322  -13.68000  2.49784  -0.6270
H  22.32018  -14.43164  0.91872  0.3550
H  22.45239  -13.62671  2.48155  0.2724
H  21.60396  -12.84923  1.22612  0.3032
H  20.81795  -15.20985  3.12837  -0.7134
H  20.09921  -15.26139  1.53813  0.3074
H  19.28310  -13.72635  3.40170  0.2269

---

(2)
Entry from the OMol25 dataset: a molecular structure, C22H62AlN5O10 (ωB97M-V with the def2-TZVPD basis set).

Calculated values
**Net charge**: +2
**Molar mass**: 583.745 g mol⁻¹
**LUMO level**: -0.427 Ha
**Frontier orbital gap**: 1.83 eV
**HOMO**: -13.46 eV
**Spin multiplicity**: 1

Each line ends with the Mulliken charge.
Positions of all 100 atoms, in Å:
Al  3.51758  0.03278  0.32367  1.3674
N  0.37727  -0.21561  -1.27272  0.6194
O  -0.57836  -0.39598  -2.04150  -0.6838
O  0.27444  -0.07008  -0.00683  -0.0649
O  1.60421  -0.18510  -1.73163  -0.5900
C  -1.33781  -1.84220  2.38557  -0.5483
C  -1.98771  -3.20563  2.64908  0.4725
C  -2.75710  -3.64986  1.41572  -0.3416
O  -3.29910  -4.93949  1.68220  -0.3694
C  -4.23637  -5.36732  0.70435  -0.6187
N  -0.82763  -4.07748  3.02155  -0.6642
H  -0.57343  -1.87469  1.60036  -0.5245
H  -0.85906  -1.47213  3.28733  0.1471
H  -1.99409  -1.03777  2.02403  0.4167
H  -2.64520  -3.14258  3.51829  0.3760
H  -2.14807  -3.72238  0.49623  0.0045
H  -3.59069  -2.94315  1.26786  0.4945
H  -3.74749  -5.42306  -0.28178  0.2218
H  -5.10469  -4.69923  0.59839  0.2926
H  -4.60665  -6.34104  1.00854  0.2896
H  -1.00263  -5.06482  2.76635  0.3419
H  -0.06788  -3.87573  2.35966  0.1678
C  2.21069  5.05248  -0.42782  -1.3723
C  2.27000  3.64744  -1.03128  0.5712
C  3.70417  3.33997  -1.47986  -1.1897
O  3.90687  2.00174  -1.72819  -0.1337
C  3.46291  1.63895  -3.05135  -0.8219
N  1.84927  2.70945  0.02845  0.4783
H  2.71874  5.10048  0.53379  0.3811
H  1.17729  5.38690  -0.32860  0.2785
H  2.66276  5.79522  -1.09625  0.4411
H  1.59183  3.54709  -1.87877  0.2542
H  4.39432  3.61467  -0.67124  0.3029
H  4.00028  4.00438  -2.29787  0.4532
H  3.94237  2.36671  -3.72656  0.3823
H  2.40120  1.80315  -3.26682  0.2710
H  3.77591  0.65143  -3.36358  0.2653
H  0.83190  2.81548  0.24120  -0.2446
H  2.41951  2.85562  0.86073  0.3732
C  5.82382  -4.52687  0.55972  -1.3906
C  5.17168  -3.29179  -0.05911  0.2193
C  3.70110  -3.57298  -0.26215  -0.8574
O  3.00287  -2.38383  -0.63242  -0.0280
C  1.68769  -2.65544  -1.13120  -0.7041
N  5.22586  -2.16997  0.92723  -0.3977
H  5.53664  -5.41680  -0.02046  0.3659
H  5.41159  -4.77562  1.54173  0.4260
H  6.90761  -4.48114  0.57225  0.4044
H  5.64890  -2.98004  -0.98511  0.3495
H  3.22936  -3.95992  0.65554  0.3388
H  3.64189  -4.37484  -1.00765  0.4440
H  0.94624  -2.50732  -0.31508  -0.0507
H  1.46020  -3.66510  -1.47458  0.5170
H  1.42913  -1.91408  -1.88457  0.1778
H  6.17091  -1.79584  1.08309  0.3307
H  5.03813  -2.54753  1.86573  0.2871
C  -2.00979  4.61384  -0.08162  -1.3687
C  -1.52240  3.94238  1.19832  0.6403
C  -2.54257  3.98146  2.31946  -1.2413
O  -3.70958  3.36897  1.87585  -0.2922
C  -4.70716  3.43472  2.83036  -0.7992
N  -1.04701  2.52307  0.93978  -0.1742
H  -3.01257  4.26440  -0.32355  0.4620
H  -1.35776  4.43680  -0.94982  0.0869
H  -1.96218  5.70124  0.00866  0.4396
H  -0.70823  4.58192  1.57549  0.1515
H  -2.73291  5.01263  2.64980  0.6269
H  -2.02958  3.50582  3.17532  0.4147
H  -4.37954  2.87438  3.70574  0.3035
H  -5.65840  3.08292  2.45479  0.2377
H  -4.85184  4.48222  3.11335  0.3478
H  -1.84944  1.99263  1.33691  0.4071
H  -1.24427  2.33743  -0.05324  -0.3622
C  -1.99153  3.22328  -3.84188  -0.9332
C  -2.64854  2.11079  -3.07789  0.5212
O  -2.46225  0.83849  -3.76320  -0.5134
H  -1.93917  4.11519  -3.19908  0.2980
H  -2.47533  3.52559  -4.76805  0.3459
H  -0.96034  2.99166  -4.12902  0.1509
H  -3.69916  2.31890  -2.85556  0.3067
H  -2.22401  1.91501  -2.08030  -0.5201
H  -1.75794  0.44252  -3.23358  0.5435
C  -0.09051  0.85131  4.66090  -1.2868
C  1.15712  1.32160  3.89959  -0.3166
O  1.24471  0.70530  2.57475  -0.1294
H  -1.08191  1.01590  4.26181  0.3353
H  -0.08024  1.36248  5.63560  0.4358
H  0.12311  -0.18443  4.93033  0.3472
H  2.01624  1.01164  4.48688  0.3882
H  1.14019  2.41416  3.77549  0.2633
H  0.47130  0.97454  2.03498  -0.1144
C  -2.42126  -3.95169  -2.85984  -0.7764
C  -2.42138  -2.90347  -3.96433  0.0530
O  -2.43469  -3.60800  -5.22975  -0.5449
H  -2.63710  -3.51836  -1.88294  0.0578
H  -1.42059  -4.39580  -2.83182  0.2561
H  -3.12305  -4.74934  -3.09293  0.4054
H  -1.48753  -2.33594  -3.96103  0.0276
H  -3.33871  -2.29918  -3.92268  0.2633
H  -1.89535  -3.12852  -5.86574  0.3274

---

(3)
Entry from the OMol25 dataset: a molecular structure, C22H62AsF6O9 (ωB97M-V with the def2-TZVPD basis set).

Calculated values
**Energy relative to the best compared isomer or geometry (same formula, charge and spin)**: 357.88 kJ/mol
**Net charge**: -1
**Molar mass**: 659.639 g mol⁻¹
**LUMO level**: 0.085 Ha
**Frontier orbital gap**: 9.42 eV
**HOMO**: -7.10 eV
**Spin multiplicity**: 1

Each line ends with the Mulliken charge.
Positions of all 100 atoms, in Å:
As  -0.04972  -0.94637  0.44489  2.1503
F  1.39605  0.14025  0.07751  -0.5494
F  -1.15635  0.45477  0.09016  -0.5026
F  -1.41980  -2.07996  0.89549  -0.5237
F  1.10732  -2.32775  0.75476  -0.5034
F  0.05061  -0.45092  2.13421  -0.5097
F  -0.15740  -1.42615  -1.24860  -0.3598
C  -4.12989  -3.47649  2.30166  -0.7726
C  -3.97127  -2.14848  3.05932  -0.2813
O  -2.67299  -2.20743  3.50971  -0.5611
H  -3.29328  -3.68982  1.63632  0.1548
H  -5.04194  -3.32001  1.72566  0.2959
H  -4.40904  -4.31942  2.93384  0.2697
H  -4.65129  -2.10524  3.91008  0.3895
H  -4.27105  -1.24742  2.52426  0.1575
H  -2.12765  -2.23680  2.72019  0.3225
C  2.09280  0.62060  -3.20055  -0.1531
C  3.03506  -0.39187  -3.83869  -0.3826
O  4.22697  0.18657  -4.32270  -0.5447
H  1.88421  1.37789  -3.95627  0.4106
H  2.54989  1.01894  -2.29474  -0.0335
H  1.17759  0.15963  -2.82904  -0.1920
H  2.56126  -0.89834  -4.67958  0.3090
H  3.29292  -1.22109  -3.17989  0.2778
H  4.75351  -0.43209  -4.83418  0.2899
C  -1.18190  -0.39534  -4.92733  -0.7214
C  -2.43987  -1.08932  -4.26606  -0.4592
O  -2.51599  -0.91676  -2.93792  -0.3214
H  -1.42304  0.65573  -4.76857  0.1683
H  -1.08193  -0.47313  -6.00995  0.4392
H  -0.22923  -0.65190  -4.46397  0.0416
H  -2.39609  -2.13056  -4.58545  0.2844
H  -3.33574  -0.57475  -4.61352  0.3655
H  -1.63898  -1.08843  -2.58726  0.1828
C  4.99932  1.80357  3.31377  -1.2003
C  3.78034  1.02284  2.73080  0.6530
O  2.67397  1.45531  3.41161  -0.5448
H  4.81979  2.87627  3.24182  0.2728
H  5.83805  1.48762  2.69344  0.3697
H  5.13147  1.58913  4.37426  0.3014
H  3.93079  -0.05531  2.78609  -0.0737
H  3.62534  1.27681  1.68219  -0.0990
H  2.25187  2.16984  2.92904  0.3106
C  -1.87411  -5.94955  -2.17704  -1.2534
C  -0.70468  -5.10300  -1.75560  -0.1834
O  -1.11747  -4.36958  -0.63362  -0.4851
H  -2.83448  -5.46392  -2.35010  0.3117
H  -2.05403  -6.82376  -1.55136  0.3076
H  -1.68327  -6.39575  -3.15304  0.3824
H  -0.23339  -4.52158  -2.54804  0.3125
H  0.14804  -5.73776  -1.51471  0.2496
H  -0.72490  -3.50753  -0.47759  0.2311
C  -2.13602  2.08691  3.24383  -1.3858
C  -1.66019  3.16273  2.21255  1.5056
C  -1.57040  4.65085  2.62737  -1.3987
O  -0.46747  2.79535  1.70827  -0.1470
H  -1.80337  1.07300  3.02151  0.3151
H  -3.22489  2.04144  3.26376  0.3891
H  -1.90197  2.30450  4.28594  0.3569
H  -2.25668  3.10267  1.30222  -0.4999
H  -1.64482  5.33184  1.77954  0.3302
H  -0.56833  4.79380  3.03176  0.3058
H  -2.31033  4.88938  3.39138  0.3766
H  -0.53303  1.85803  1.51145  -0.2044
C  -3.52379  1.97978  -1.04290  -0.4756
C  -4.60697  2.46781  -1.94605  0.2086
C  -4.23099  2.51884  -3.39643  -0.9277
O  -5.81335  1.76291  -1.73863  -0.5831
H  -3.88480  1.90627  -0.01706  0.2520
H  -2.67099  2.65694  -1.09069  0.1515
H  -3.12845  1.00187  -1.31766  0.0549
H  -4.79244  3.50661  -1.67292  0.3575
H  -3.27171  3.03118  -3.47001  0.3754
H  -4.98892  2.90911  -4.07564  0.3415
H  -3.83718  1.52772  -3.62156  -0.1216
H  -5.62128  0.88407  -2.07382  0.3543
C  2.43567  3.37020  -0.69058  -0.8845
C  2.36679  4.54576  0.19027  0.3133
C  1.38449  5.59994  -0.30747  -1.2783
O  1.93137  4.10651  1.47699  -0.4931
H  3.36683  2.83589  -0.50200  0.3300
H  2.56808  3.68351  -1.72614  0.4689
H  1.58515  2.69359  -0.60742  -0.0450
H  3.32666  5.01523  0.40555  0.3688
H  0.42110  5.09742  -0.39386  0.1519
H  1.75411  5.97053  -1.26358  0.4377
H  1.40594  6.35497  0.47838  0.3404
H  1.09614  3.63518  1.43393  0.3086
C  4.32794  -3.35603  3.72489  -1.4942
C  3.62571  -3.49357  2.34684  1.0389
C  4.15020  -4.54222  1.49583  -1.3999
O  2.24597  -3.60004  2.50708  -0.5636
H  5.37988  -3.10453  3.58974  0.3626
H  4.19431  -4.33162  4.19230  0.4260
H  3.89747  -2.55004  4.31918  0.3309
H  3.67371  -2.53532  1.82959  0.0038
H  3.66565  -5.48493  1.75001  0.3116
H  5.23467  -4.51639  1.60248  0.3875
H  3.94738  -4.28903  0.45523  0.3457
H  1.95674  -3.47085  1.60085  0.3005

---

Number 1: calculated total energy -1880.13309 a.u.. Number 2: calculated total energy -2143.02397 a.u.. Number 3: calculated total energy -4387.63097 a.u..